Here is a single C22H29N3O3S molecule in a non-equilibrium geometry from OMol25. Energies are from ωB97M-V/def2-TZVPD.

The geometry in ORCA input format:
```
! RIJCOSX wB97M-V def2-TZVPD def2/J DEFGRID3
* xyz 0 1
S 1.381 0.521 -3.859
O -1.109 -1.247 2.381
O 2.783 0.449 -4.154
O 0.810 1.833 -3.695
N 0.579 -0.370 -5.022
N -0.635 0.338 0.812
N -1.925 0.730 4.188
C 1.086 -2.373 -1.035
C -0.857 -0.420 -4.873
C 1.339 0.961 -7.007
C 0.037 -0.390 -0.173
C 1.406 -1.739 -2.232
C -2.887 -0.241 4.705
C 1.473 1.061 5.644
C 0.001 -0.209 7.060
C 1.016 -0.413 -2.369
C 0.474 1.219 4.693
C -0.992 -0.059 6.123
C -0.768 0.657 4.942
C 1.248 0.358 6.813
C 0.349 0.258 -1.366
C -1.623 0.813 -5.348
C 0.413 -1.722 -0.018
C -2.412 -0.549 6.134
C 2.131 -2.449 -3.326
C 1.184 -0.403 -6.339
C -3.253 1.256 2.187
C -1.161 -0.104 1.991
C -1.860 1.021 2.780
H 0.588 -1.078 -6.961
H -3.828 0.333 2.184
H 0.085 1.291 -1.536
H -2.654 0.754 -5.008
H 1.901 0.851 -7.931
H -1.161 1.705 -4.934
H 0.178 -2.237 0.899
H -1.217 -1.313 -5.397
H 1.377 -3.403 -0.893
H -1.624 0.880 -6.433
H -2.997 0.003 6.874
H -2.878 -1.149 4.091
H -3.782 2.000 2.777
H 2.446 1.492 5.459
H 1.439 -2.708 -4.127
H -0.179 -0.766 7.968
H -1.273 1.943 2.674
H 2.042 0.244 7.536
H 2.593 -3.360 -2.953
H -2.483 -1.611 6.371
H 2.178 -0.837 -6.202
H 0.377 1.410 -7.234
H -3.173 1.615 1.164
H 0.680 1.765 3.784
H -0.762 1.316 0.585
H 2.892 -1.796 -3.746
H -3.891 0.189 4.692
H -1.034 -0.563 -3.803
H 1.883 1.623 -6.339
*
```

Computed properties:
Orbital gap ... 7.979 eV
Electronic energy ... -44733.22118 eV
SMILES ... CCN(CC)S(=O)(=O)c1cc(NC(=O)[C@@H](C)N2CCc3ccccc32)ccc1C